# 1
A structure of composition C23H28O6S3Tc in a non-equilibrium geometry. Source: OMol25; level of theory: ωB97M-V/def2-TZVPD.

```
61
Properties=species:S:1:pos:R:3:forces:R:3:nbo_charge:R:1
Tc -0.77044 1.00899 0.86663 -0.9 -0.6 -1.2 0.47
O 2.76718 -1.44605 3.03838 -0.3 -0.2 0.1 -0.67
C 1.60985 -0.76965 2.96853 0.4 -0.1 0.0 0.77
O 0.52253 -1.25175 3.10039 0.1 0.0 0.2 -0.58
C 1.89162 0.68815 2.69466 0.1 0.1 0.0 -0.17
O 0.70721 1.41771 2.47864 -0.2 0.0 0.2 -0.53
C 0.04291 1.90191 3.68024 0.4 0.2 0.0 -0.19
C -1.40808 1.51650 3.67750 -0.5 -0.2 -0.5 0.75
O -2.04371 1.54066 4.69178 -0.1 0.1 0.3 -0.56
O -1.89882 1.21657 2.49159 0.1 0.0 0.4 -0.64
H 2.55527 -2.37090 3.26087 0.1 0.2 0.0 0.51
H 2.51891 0.78882 1.81067 0.0 0.0 0.0 0.22
H 2.44926 1.10051 3.53954 0.0 0.0 -0.1 0.24
H 0.10953 2.99083 3.67119 0.0 0.0 0.0 0.24
H 0.52964 1.50667 4.56812 0.0 -0.1 0.0 0.22
S -2.49492 1.19088 -0.58170 0.5 -0.2 0.8 0.42
C -3.02156 2.80780 -0.56236 -0.2 0.1 -0.3 -0.18
C -4.25088 3.11781 -1.20393 0.1 -0.2 0.0 -0.21
C -4.70758 4.39752 -1.20899 0.0 0.2 0.0 -0.21
C -3.95298 5.42225 -0.59146 0.0 -0.1 0.0 -0.15
C -2.75693 5.14801 0.00936 0.0 0.0 0.0 -0.21
C -2.25673 3.82378 0.04211 0.0 0.1 0.0 -0.19
S -0.73699 3.48042 0.72530 0.1 0.2 0.1 -0.02
H -4.82148 2.32377 -1.66906 0.0 0.0 0.0 0.23
H -5.65237 4.63227 -1.67851 0.0 0.0 0.0 0.23
H -4.33174 6.43540 -0.59589 0.0 0.0 0.0 0.23
H -2.17388 5.93043 0.47521 0.0 0.0 0.0 0.23
C 5.67902 -0.16611 -1.50636 0.0 0.0 0.0 -0.61
C 4.33661 -0.62704 -0.95454 0.1 0.0 0.0 -0.41
C 3.23972 0.37560 -1.29519 0.2 0.1 -0.1 -0.59
S 1.64119 -0.21608 -0.75981 -0.2 -0.1 0.4 1.24
O 0.92487 1.08813 -0.31877 0.3 0.1 0.0 -0.88
C 0.86245 -0.65247 -2.30890 -0.1 0.0 -0.1 -0.59
C 1.02013 -2.13595 -2.61859 0.0 0.0 0.0 -0.42
C 0.26079 -2.49803 -3.88847 0.0 0.0 0.0 -0.60
H 6.47536 -0.83792 -1.19138 0.0 0.0 0.0 0.23
H 5.92629 0.83563 -1.15293 0.0 0.0 0.0 0.21
H 5.67141 -0.14317 -2.59664 0.0 0.0 0.0 0.21
H 4.39207 -0.74794 0.12957 0.0 0.0 0.0 0.21
H 4.08408 -1.60790 -1.36610 0.0 0.0 0.0 0.21
H 3.19472 0.59441 -2.36244 0.0 0.0 0.0 0.24
H 3.35181 1.31916 -0.75658 0.1 0.0 0.0 0.26
H 1.26892 -0.01143 -3.09213 -0.1 0.0 0.0 0.24
H -0.18158 -0.37281 -2.14082 0.0 -0.1 -0.1 0.25
H 0.65005 -2.72343 -1.77545 0.0 0.0 0.0 0.22
H 2.07838 -2.38361 -2.73486 0.0 0.0 0.0 0.21
H -0.80731 -2.29853 -3.77896 0.0 0.0 0.0 0.21
H 0.38202 -3.55467 -4.12094 0.0 0.0 0.0 0.23
H 0.61858 -1.92452 -4.74415 0.0 0.0 0.0 0.22
C -1.04925 -0.71085 0.73731 0.2 0.3 0.2 0.35
C -1.48299 -2.06230 0.57936 0.0 0.4 0.0 -0.22
C -1.58766 -2.86167 1.72356 -0.1 -0.1 0.1 -0.13
C -2.06239 -4.15556 1.59756 0.0 0.1 -0.1 -0.21
C -2.43506 -4.63886 0.34943 0.0 -0.1 0.0 -0.14
C -2.33627 -3.84370 -0.78833 0.0 0.0 0.0 -0.22
C -1.85647 -2.55259 -0.67815 -0.1 -0.1 0.0 -0.17
H -1.29491 -2.45682 2.68105 -0.1 0.0 0.0 0.25
H -2.14890 -4.78474 2.47200 0.0 0.0 0.0 0.23
H -2.81486 -5.64848 0.26146 0.0 0.0 0.0 0.23
H -2.63853 -4.23144 -1.75142 0.0 0.0 0.0 0.23
H -1.78708 -1.91359 -1.54819 0.0 0.0 0.0 0.21
```
Positions in Å, forces in eV/Å.

Results
Net charge = +1
Max |F| = 1.614 eV/A
DFT total energy = -2619.7908 Eh
Energy relative to the best compared isomer or geometry (same formula, charge and spin) = 7.4 kcal per mole
HOMO energy (spin up / spin down) = -10.51 / -10.51 eV

# 2
A structure of composition C23H29AsBrCoN3O7. Source: OMol25; level of theory: ωB97M-V/def2-TZVPD.

```
65
Properties=species:S:1:pos:R:3:forces:R:3:mulliken_spin:R:1
Co -0.95374 -0.61387 0.27813 -0.2 0.2 0.1 1.02
O -1.33035 3.26129 -1.64261 0.1 -0.1 -0.1 0.00
C -2.05698 2.48028 -0.83224 0.0 0.2 0.0 0.00
O -3.12718 2.01821 -1.10829 0.0 -0.1 -0.1 0.00
C -1.48087 2.40548 0.55287 -0.1 -0.1 0.1 -0.02
C -1.22307 3.56541 1.26128 -0.2 0.0 0.0 0.00
C -0.93648 3.46957 2.61764 0.0 0.0 0.0 0.00
C -0.92845 2.22385 3.21795 0.0 0.1 0.0 0.00
C -1.13616 1.10921 2.42252 -0.1 -0.1 0.0 0.00
N -1.38394 1.19974 1.11706 0.2 0.0 -0.1 0.00
C -1.13906 -0.31315 2.97840 0.1 0.0 0.1 0.00
O -0.98030 -0.46496 4.17762 0.0 0.0 0.0 0.00
O -1.32807 -1.21642 2.08732 0.1 -0.1 -0.2 -0.02
H -1.77178 3.26898 -2.50768 0.0 0.0 0.0 0.00
H -1.28742 4.52010 0.75863 0.0 0.0 0.0 0.00
H -0.75229 4.36245 3.20086 0.0 0.0 0.0 0.00
H -0.76246 2.08158 4.27627 0.0 0.0 0.0 0.00
C 0.23003 -3.35749 -1.99011 0.0 0.0 0.0 0.00
As -0.94014 -2.82153 -0.54527 0.0 -0.1 0.0 -0.02
C -2.66384 -3.42505 -1.20624 0.0 0.0 0.0 0.00
C -0.54267 -4.14419 0.81337 0.0 0.0 0.0 0.00
H 0.21061 -4.44215 -2.09350 0.0 0.0 0.0 0.00
H 1.23511 -3.00128 -1.77852 0.0 0.0 0.0 0.00
H -0.10248 -2.89356 -2.91718 0.0 0.0 0.0 0.00
H -2.58948 -4.43253 -1.61388 0.0 0.0 0.0 0.00
H -3.00373 -2.74160 -1.98345 0.0 0.0 0.0 0.00
H -3.38406 -3.41337 -0.38938 0.0 0.0 0.0 0.00
H -0.84280 -5.14146 0.49448 0.0 0.0 0.0 0.00
H -1.06590 -3.86180 1.72535 0.0 0.0 0.0 0.00
H 0.52986 -4.12894 1.00373 0.0 0.0 0.0 0.00
C 1.87823 -2.26496 2.97843 0.0 0.1 -0.1 0.00
N 2.21997 -0.86362 2.79888 -0.1 0.0 0.1 0.00
C 3.04689 -0.22333 3.80546 0.1 0.0 0.0 0.00
C 2.59374 1.20962 3.99287 0.0 0.0 0.0 0.00
C 2.67780 1.92498 2.66144 0.0 0.0 0.0 0.00
N 2.07547 1.13512 1.60202 -0.1 -0.1 0.0 0.00
C 1.85953 1.82032 0.33903 0.0 0.1 0.0 0.00
C 1.78511 -0.19373 1.70263 0.0 -0.1 -0.2 0.02
O 1.15379 -0.78337 0.80383 0.1 0.2 0.1 0.00
H 1.58107 -2.42936 4.01322 0.0 0.0 0.0 0.00
H 2.72648 -2.91010 2.73088 0.0 0.0 0.0 0.00
H 1.03815 -2.51297 2.33991 0.0 0.1 0.0 0.00
H 4.10487 -0.25649 3.51718 0.0 0.0 0.0 0.00
H 2.93816 -0.78668 4.73145 0.0 0.0 0.0 0.00
H 3.21151 1.72116 4.73133 0.0 0.0 0.0 0.00
H 1.56415 1.19774 4.35379 0.0 0.0 0.0 0.00
H 3.72411 2.13836 2.40893 0.0 0.0 0.0 0.00
H 2.15595 2.88568 2.70767 0.0 0.0 0.0 0.00
H 1.02526 2.52439 0.41046 0.2 -0.1 0.0 0.00
H 1.65229 1.09535 -0.44219 0.0 -0.1 0.0 0.00
H 2.76157 2.38218 0.08252 0.0 0.0 0.0 0.00
Br 0.91554 0.71549 -7.62477 0.0 0.0 0.0 0.00
C -0.25149 0.69494 -6.12775 0.0 0.0 0.0 0.00
C -1.58267 1.03547 -6.30686 0.0 0.0 0.0 0.00
C -2.43312 1.01541 -5.21005 0.0 0.0 0.0 0.00
C -1.95425 0.66626 -3.95487 0.0 0.0 0.0 0.00
C -0.61291 0.33561 -3.79181 0.0 0.0 0.0 -0.01
C 0.24386 0.34111 -4.88667 0.0 0.0 0.0 0.00
C -0.05157 -0.06227 -2.44346 0.2 0.0 0.1 0.02
O 1.06817 -0.54847 -2.37727 -0.1 0.1 0.0 0.00
O -0.85330 0.15566 -1.45300 -0.2 0.0 -0.1 0.02
H -1.94716 1.30536 -7.28836 0.0 0.0 0.0 0.00
H -3.47761 1.26820 -5.34114 0.0 0.0 0.0 0.00
H -2.60971 0.64492 -3.09580 0.0 0.0 0.0 0.00
H 1.28022 0.06921 -4.74306 0.0 0.0 0.0 0.00
```
Positions in Å, forces in eV/Å.

Results
Max |F| = 0.301 eV/A
2S+1 = 2
DFT total energy = -7777.4895 Eh
⟨S²⟩ = 0.761
Energy relative to the best compared isomer or geometry (same formula, charge and spin) = 4.2 kcal per mole
HOMO energy (spin up / spin down) = -8.84 / -8.87 eV

# 3
A structure of composition C23H29Br45F3NO5P2S in a non-equilibrium geometry. Source: OMol25; level of theory: ωB97M-V/def2-TZVPD.

```
109
Properties=species:S:1:pos:R:3:forces:R:3:mulliken_charge:R:1
C 0.70943 -3.65094 4.07468 0.6 -1.0 1.0 -1.16
P 0.79721 -2.57192 2.50436 0.0 1.4 1.6 0.49
C 2.64986 -2.51207 1.98102 1.0 0.2 -0.6 -0.92
C -0.33686 -3.18414 1.10060 2.1 -1.9 0.8 -0.05
P -0.60812 -1.64784 -0.04372 -1.5 0.6 -1.2 0.82
N 0.71707 -0.49083 0.31453 -0.3 -0.6 -0.6 -0.55
O -0.35171 -2.20936 -1.68857 -0.5 0.3 2.3 -0.27
O 0.57590 -4.12722 0.37219 -1.3 -3.7 0.9 -0.27
S 0.14537 -5.74986 0.82754 -3.0 -0.1 -1.9 1.04
O -0.35969 -6.46787 -0.47830 -3.3 6.6 5.5 -0.43
O 1.21569 -6.62617 1.52089 -5.2 7.4 5.3 -0.35
O -1.14282 -5.45709 1.95932 2.2 1.8 -2.2 -0.50
C -1.62436 -4.14475 1.41678 -1.8 1.0 -3.1 -0.53
C -3.02283 -3.51611 1.98685 0.2 -0.4 0.4 -0.12
C -2.88892 -2.60688 3.34140 -1.8 0.6 1.9 0.70
C -3.48688 -1.06744 3.16198 2.2 1.7 0.8 0.07
F -4.95440 -0.82379 3.04993 4.6 -0.7 -0.9 -0.27
C -2.45579 0.04504 3.16281 -2.1 -1.8 0.0 0.16
F -2.19957 0.92544 1.98132 -0.5 -1.8 4.9 -0.21
F -1.66189 0.22198 4.43229 -1.6 -0.6 -5.1 -0.18
H -0.01320 -3.10971 4.83870 1.4 -1.4 -1.6 0.34
H 0.46415 -4.78127 3.90021 0.2 2.2 0.5 0.28
H 1.78210 -3.62917 4.59839 -2.3 -0.1 -1.3 0.42
H 2.90681 -1.36891 1.77540 -0.7 -2.6 0.3 0.26
H 2.90305 -3.14526 1.02928 -0.5 1.2 1.8 0.30
H 3.33760 -2.85957 2.86341 -1.5 0.5 -1.6 0.35
H 0.87222 0.15754 -0.49413 -0.2 -1.0 1.1 0.25
H 0.53713 0.04545 1.20008 0.0 -0.9 -1.3 0.23
H -1.23828 -2.49717 -2.06822 1.3 0.7 0.8 0.08
H -1.94477 -4.47921 0.31625 0.5 0.9 2.0 0.38
H -3.51043 -2.87019 1.13315 1.3 -1.3 1.6 0.37
H -3.75627 -4.43360 2.20002 1.8 2.2 -0.5 -0.09
H -3.52470 -3.12207 4.20838 1.4 1.0 -1.9 0.28
H -1.80561 -2.48839 3.76528 -2.0 -0.1 -1.1 -0.65
C 2.32269 -8.43550 -1.53956 -0.3 -0.2 -1.0 -0.43
Br 1.47462 -7.50758 -0.05497 10.3 -10.4 -7.1 0.09
Br 4.25624 -8.50743 -1.33862 -0.2 -0.1 -0.1 -0.13
Br 1.55788 -10.20191 -1.82082 0.1 0.0 -0.1 -0.13
H 2.11656 -7.85046 -2.44192 0.3 -0.4 0.1 0.28
C -1.54150 1.30204 -3.47416 -0.1 0.3 -0.1 0.49
Br -0.18823 0.33443 -4.48244 -0.5 0.1 0.2 0.00
Br -3.34217 0.79058 -4.00345 0.6 0.2 0.2 -0.01
Br -1.27480 1.13027 -1.55488 -0.1 0.3 -0.9 0.01
H -1.42532 2.36288 -3.71942 -0.1 -0.5 0.1 -0.47
C -0.87607 4.17270 -6.26043 0.2 -0.2 -0.2 -0.21
Br -0.24374 5.50786 -7.52603 -0.2 -0.3 0.4 -0.05
Br -0.85925 4.84147 -4.43379 0.0 0.0 -0.4 -0.03
Br -2.62109 3.47213 -6.75881 0.5 0.2 0.2 -0.03
H -0.17188 3.33513 -6.30076 -0.3 0.3 0.0 0.26
C -6.74298 -4.61632 3.54073 -0.3 -0.1 -0.1 -0.37
Br -5.16721 -5.67740 3.95939 -0.5 0.1 0.1 0.01
Br -7.36909 -3.61027 5.08346 0.3 -0.2 -0.4 -0.03
Br -6.45355 -3.46863 1.99694 -0.3 -0.3 0.4 -0.01
H -7.53919 -5.31848 3.27233 0.4 0.3 0.1 0.44
C -5.99909 1.70838 -0.44591 0.0 0.3 0.1 -0.24
Br -5.88779 2.70335 -2.11381 0.0 -0.5 0.4 0.06
Br -7.03126 0.07179 -0.64676 0.3 0.3 0.0 -0.06
Br -4.24030 1.36663 0.31179 -1.0 0.1 -0.3 0.14
H -6.53750 2.34036 0.26805 0.2 -0.2 -0.3 0.28
C -6.20993 6.38808 0.18495 0.2 0.3 0.0 -0.32
Br -6.73257 7.27774 -1.46418 0.1 -0.3 0.4 -0.01
Br -7.68123 5.37965 0.96114 0.5 0.3 0.2 -0.12
Br -4.62550 5.28589 -0.05797 -0.4 0.4 0.2 0.00
H -5.94672 7.17271 0.90196 -0.2 -0.4 -0.3 0.36
C 1.80046 0.28460 6.70487 0.2 0.1 0.2 -0.38
Br 2.20418 -1.17514 5.48405 -0.1 0.7 0.4 0.09
Br 2.01035 2.02044 5.85225 -0.1 -0.5 0.2 -0.02
Br 0.04399 0.08446 7.51668 0.4 0.0 -0.3 -0.04
H 2.53484 0.23573 7.51563 -0.3 0.0 -0.4 0.37
C -10.05366 3.37412 -3.04184 -0.1 -0.2 0.1 -0.36
Br -8.80038 2.46362 -4.21851 -0.4 0.2 0.2 -0.05
Br -9.14922 4.24717 -1.55728 -0.5 -0.3 -0.7 0.09
Br -11.19812 4.60731 -4.01842 0.3 -0.3 0.2 -0.04
H -10.70480 2.60571 -2.61221 0.3 0.3 -0.2 0.36
C 4.02146 4.71181 -8.09838 0.2 0.0 0.0 -0.40
Br 3.29806 3.68494 -9.58381 0.1 0.3 0.4 -0.01
Br 3.81749 6.62655 -8.37467 0.0 -0.5 0.1 -0.02
Br 3.27592 4.14283 -6.39407 0.1 0.1 -0.4 0.09
H 5.09647 4.50682 -8.06149 -0.5 0.1 0.0 0.36
C -6.31681 -8.21442 7.58369 -0.1 -0.1 0.2 -0.34
Br -7.62288 -6.84489 7.13338 0.4 -0.3 0.1 0.01
Br -6.57199 -9.83152 6.53296 0.1 0.5 0.2 -0.01
Br -4.49418 -7.54698 7.45409 -0.5 -0.2 0.0 -0.02
H -6.48475 -8.48418 8.63157 0.1 0.1 -0.5 0.35
C 4.81478 1.65503 -3.54587 0.1 0.2 -0.1 -0.28
Br 6.16805 0.68742 -4.55415 -0.3 0.2 0.3 -0.02
Br 3.01411 1.14357 -4.07516 0.5 0.1 0.3 0.09
Br 5.08149 1.48326 -1.62659 -0.1 0.0 -0.5 -0.02
H 4.93096 2.71587 -3.79113 0.0 -0.4 0.1 0.22
C 7.26684 4.99475 -0.78242 0.0 0.1 0.0 -0.09
Br 7.55470 3.50108 0.43015 -0.1 0.3 -0.3 0.02
Br 7.93197 4.61422 -2.57043 -0.2 0.0 0.4 -0.01
Br 5.40515 5.55843 -0.80732 0.4 -0.2 0.0 -0.03
H 7.85075 5.83690 -0.39659 -0.3 -0.4 -0.3 0.10
C 11.49985 5.95588 -0.08099 0.3 -0.1 0.0 -0.27
Br 11.57685 4.14862 -0.79660 -0.1 0.5 0.2 -0.03
Br 11.61451 7.29633 -1.48606 -0.1 -0.3 0.4 0.02
Br 9.93763 6.22165 1.04733 0.6 0.1 -0.1 -0.02
H 12.38055 6.08503 0.55675 -0.4 -0.1 -0.3 0.31
C -2.78670 -3.73963 -5.03327 0.0 -0.3 -0.2 -0.34
Br -1.21092 -4.80071 -4.61461 -0.4 0.4 0.0 -0.01
Br -3.41281 -2.73358 -3.49054 0.1 -0.3 -0.2 -0.07
Br -2.49726 -2.59194 -6.57706 -0.1 -0.2 0.5 -0.04
H -3.58291 -4.44179 -5.30167 0.3 0.3 0.2 0.39
C 13.11330 9.40268 1.72250 -0.2 -0.1 -0.1 0.19
Br 14.68908 8.34160 2.14116 -0.4 0.3 -0.1 -0.01
Br 12.48719 10.40873 3.26523 0.2 -0.3 -0.4 -0.01
Br 13.40274 10.55037 0.17871 0.0 -0.3 0.5 0.00
H 12.31709 8.70052 1.45410 0.3 0.3 0.1 -0.17
```
Positions in Å, forces in eV/Å.

Results
Max |F| = 16.279 eV/A
DFT total energy = -118535.0591 Eh
HOMO energy = -7.82 eV

# 4
A structure of composition C23H29Cl5MnNO2P2 in a non-equilibrium geometry. Source: OMol25; level of theory: ωB97M-V/def2-TZVPD.

```
63
Properties=species:S:1:pos:R:3:forces:R:3:mulliken_spin:R:1
C -1.77163 -0.90945 -3.85020 0.3 -0.1 0.0 0.05
C -0.91654 -0.65419 -2.78767 -0.3 -0.2 -0.1 -0.06
N -1.40945 -0.33647 -1.56528 0.3 -0.1 0.4 0.00
C -2.74769 -0.24185 -1.38424 -0.1 0.1 -0.3 -0.11
C -3.63318 -0.51259 -2.40942 -0.1 0.1 0.1 0.05
C -3.14715 -0.88272 -3.65787 -0.2 0.1 -0.1 -0.13
C 0.57523 -0.80934 -2.95888 0.5 -0.1 -0.4 -0.03
P 1.44858 -1.23875 -1.41849 -0.7 0.5 0.7 0.07
Mn -0.27535 -0.68967 0.28161 -0.2 0.0 -0.2 4.24
P -1.97783 0.90932 1.03010 0.7 -0.2 -0.3 0.02
C -3.25355 0.07895 0.00786 -0.2 0.1 0.0 0.04
C 1.66631 0.67803 1.20400 -0.1 0.0 -0.1 0.27
C 2.47650 -0.30770 1.78041 0.1 0.7 -0.3 -0.02
C 3.33551 0.04289 2.81876 -0.3 0.1 -0.1 0.01
C 3.41218 1.37484 3.24458 -0.1 -0.2 -0.1 -0.01
C 2.57985 2.35058 2.67894 0.1 -0.2 0.3 0.00
C 1.65265 1.98345 1.70499 0.3 0.0 0.0 -0.03
O 1.79111 1.51682 -3.93652 0.3 1.4 -0.1 0.00
O 2.20082 2.40023 -1.50349 0.0 0.6 1.1 0.02
H -1.33557 -1.16443 -4.81437 -0.2 0.0 0.2 0.00
H -4.69690 -0.45241 -2.19709 0.1 -0.1 -0.1 0.01
H -3.82895 -1.15457 -4.45827 0.1 0.1 0.1 -0.02
C 1.67382 -3.02985 -1.29936 0.4 -0.4 -0.4 -0.03
C 3.14227 -0.59829 -1.56412 0.4 -0.1 -0.4 0.00
H -4.14140 0.72315 -0.04422 0.0 -0.3 -0.1 0.00
H -3.53363 -0.85436 0.52561 0.1 0.2 -0.1 -0.01
H 1.04719 0.13939 -3.39381 -0.7 -1.3 0.7 0.02
H 0.79263 -1.62716 -3.66218 -0.2 0.3 -0.2 0.00
C -2.59962 0.85127 2.72948 -0.4 0.2 0.3 0.00
C -2.16028 2.64677 0.55026 -0.3 0.5 0.0 -0.01
H 2.41523 -1.33000 1.39972 0.1 0.3 0.2 -0.01
H 3.92024 -0.74044 3.28936 0.1 0.2 0.1 0.00
H 4.10686 1.63190 4.04226 -0.1 0.1 -0.2 0.00
H 2.66582 3.39115 3.00243 -0.2 -0.4 0.0 0.00
H 0.92347 2.71933 1.34202 0.4 -0.3 -0.1 0.00
H 1.53366 2.08363 -0.85711 0.4 0.2 -0.5 0.00
H 2.93162 2.75097 -0.96083 -0.5 -0.2 -0.3 0.00
H 1.98953 2.01912 -3.09567 -0.3 -0.4 -0.9 0.00
H 1.19329 2.06525 -4.47039 0.4 -0.1 0.3 0.00
H 1.16810 0.48710 0.19410 0.4 0.6 1.1 -0.35
H 2.28457 -3.38919 -2.13987 -0.1 -0.2 0.2 0.00
H 2.19129 -3.23907 -0.34902 -0.1 0.0 -0.3 0.00
H 0.69859 -3.53370 -1.28299 0.4 0.2 -0.1 0.00
H 3.66105 -1.09191 -2.39808 0.0 0.2 0.2 0.00
H 3.12244 0.48780 -1.73548 0.0 -0.6 0.1 0.01
H 3.69311 -0.79541 -0.63323 -0.2 0.0 -0.3 0.00
H -3.15501 3.02619 0.81819 0.1 0.1 -0.1 0.00
H -1.39922 3.24677 1.06457 -0.2 -0.1 -0.1 0.00
H -2.01800 2.75538 -0.53248 0.0 -0.1 0.2 0.01
H -3.57529 1.34791 2.83624 0.2 -0.1 0.1 0.00
H -2.67502 -0.19093 3.06061 0.0 0.2 -0.1 0.01
H -1.85782 1.34109 3.37801 -0.3 -0.1 -0.2 0.00
Cl 0.06902 -1.05624 3.79376 0.1 0.0 0.1 0.01
C -0.53870 -2.42181 2.91152 -0.7 -1.3 -0.2 -0.06
C -0.76664 -2.31377 1.53719 0.0 0.2 0.1 0.11
C -1.38452 -3.38475 0.90449 0.0 -0.7 1.0 -0.07
Cl -1.72577 -3.27430 -0.80232 -0.3 -0.3 0.0 0.01
C -1.75686 -4.56826 1.57391 0.5 0.8 0.5 -0.02
Cl -2.53736 -5.82526 0.72293 -0.2 -0.4 0.0 0.00
C -1.47497 -4.68985 2.95510 0.3 1.3 -0.8 0.03
Cl -1.90909 -6.10386 3.80044 -0.1 -0.3 0.2 0.00
C -0.85408 -3.60466 3.62503 -0.3 0.2 -1.1 -0.02
Cl -0.53861 -3.72240 5.29598 0.1 -0.1 0.5 0.00
```
Positions in Å, forces in eV/Å.

Results
Max |F| = 1.645 eV/A
2S+1 = 5
DFT total energy = -5233.6820 Eh
⟨S²⟩ = 6.406
Energy relative to the best compared isomer or geometry (same formula, charge and spin) = 0.0 kcal per mole
HOMO energy (spin up / spin down) = -6.70 / -4.25 eV